This record from OMol25 describes a cluster of 20 separate species, C62H174N10O30 in total. The level of theory is ωB97M-V/def2-TZVPD.

Geometry as XYZ:
```
276
Properties=species:S:1:pos:R:3:forces:R:3
O -2.1943 4.4090 -9.0191 0.44 -0.94 0.48
H -6.1575 -5.0118 4.0055 -0.22 -0.12 -0.02
H -14.1050 -7.5676 -0.0985 0.35 -0.60 0.31
H -2.0730 5.2747 -8.6225 0.00 0.05 0.03
H 1.6156 -14.1279 0.2330 0.18 0.13 -0.09
C 5.7234 6.3999 14.8416 -0.63 0.21 0.43
O 6.1284 5.8933 -5.3478 -1.33 1.48 0.87
H -1.5594 1.3287 9.7561 0.19 -0.12 0.12
O -7.9526 7.9652 -7.1817 0.58 -1.83 1.18
C -1.1449 3.5478 -8.5196 0.22 -1.07 -0.72
H 11.3416 4.7967 5.1493 -0.58 0.01 -0.63
H -7.2685 6.4715 -5.8868 0.20 0.40 -0.16
O 2.6875 -6.0651 6.7790 0.27 0.02 0.01
H -4.8826 16.3551 9.6043 -0.35 -0.18 0.70
C -3.0583 -9.1196 -11.0473 0.57 -0.57 0.42
H -12.5441 -5.7839 -3.8249 -0.22 0.16 0.02
H 9.5901 6.9239 -2.3666 0.16 -0.62 -0.25
N 7.1777 8.7044 -5.8747 1.22 -0.52 -1.36
H 5.7141 7.8576 -7.0959 -0.07 0.01 -0.13
C -7.1037 14.9679 9.5909 1.23 -0.28 -0.61
H 8.4179 -4.8247 1.9940 -0.18 -0.10 -0.18
H -7.2945 15.2761 8.5629 -0.88 0.88 0.35
H 0.3620 -0.1962 -0.1582 0.17 0.23 0.03
H -17.8301 -5.2050 1.8877 -0.02 -0.17 0.19
H 12.4550 0.4720 4.6531 0.49 -0.13 0.30
C -9.5481 13.8419 -9.6689 0.43 -0.61 -0.33
O 2.3588 0.8025 1.2879 1.71 -0.09 -0.65
C -2.5307 -12.1993 -1.6187 0.36 0.48 0.40
H -1.1904 3.2899 -7.4616 -0.56 0.45 0.25
C 6.7781 7.7131 -6.9085 -0.79 -0.73 1.74
C 8.6685 8.6990 -5.7698 -0.34 0.75 0.39
H 0.2241 -11.9362 1.3947 0.51 0.28 -0.30
H 4.4088 0.7577 0.9319 -0.14 0.27 0.26
C 3.7205 0.3191 1.6544 -1.97 0.37 -0.49
H -1.9287 13.5657 9.2612 0.19 -0.72 -0.29
H -2.2528 -8.4050 -11.2166 -0.18 0.32 -0.64
C -8.6809 8.2222 -8.3452 1.29 1.59 -0.76
H -3.7632 -8.6647 -10.3514 -0.27 0.17 -0.38
H -7.0197 6.1033 -7.6198 0.31 0.28 -0.11
H -1.0468 6.1457 -2.1413 -0.24 0.03 0.05
C -16.3306 -6.4813 0.7869 -0.47 2.21 -1.12
H 6.4190 -10.3884 0.5157 -0.25 -0.15 -0.21
H 4.3312 4.8648 1.0459 0.08 -0.21 0.09
H 3.9642 3.4870 12.5516 0.50 -0.02 -0.22
O -0.5119 -4.0666 3.6641 0.19 -0.13 0.20
C 7.2408 -10.8848 -1.8333 -0.42 -0.35 0.49
H -1.8320 -13.0345 1.8502 -0.19 0.01 -0.14
H -2.4792 -10.1763 -0.0556 -0.58 0.04 0.17
H 1.9847 4.0972 13.9736 0.00 -0.05 -0.38
H -0.9442 -10.8697 0.0964 0.36 -0.16 -0.08
H -8.1942 11.4375 -11.4939 -0.05 -0.02 0.08
H -3.6454 14.2305 10.6059 -0.21 0.19 0.15
H -7.4852 12.2410 -8.6174 -0.05 0.37 -0.01
H 3.8032 -0.7605 1.5289 -0.29 -0.16 0.13
C -0.0695 0.8576 1.5917 1.38 -0.81 -0.44
O 13.3526 1.5071 0.4860 -1.36 -2.82 1.41
H -3.4355 10.5568 7.5379 -0.74 0.57 -0.44
H -9.7105 7.8763 -8.2537 -0.35 0.47 0.12
H -1.4628 -10.0878 2.2451 0.55 -0.42 0.34
H 2.4842 0.1683 11.9961 -0.26 0.15 0.26
C 4.4449 -6.5002 -0.9395 -0.75 0.45 1.27
C -17.3008 -5.2187 0.9349 1.60 -0.39 -0.01
H 4.1577 -7.5974 -3.5947 0.30 -0.19 -0.21
H -18.0254 -5.1137 0.1275 -0.09 -0.64 -0.19
O -1.3455 -0.9034 -2.3250 0.72 -0.36 -0.04
H -5.5051 -9.7998 -14.0179 -0.20 -0.19 -0.55
H 3.4276 -4.8440 -1.8034 -0.53 -0.33 -0.16
H -2.0687 -1.8237 -0.5908 0.13 -0.23 0.04
H -3.1202 -0.6773 -1.4224 -0.40 0.10 0.29
N -5.1728 -10.0001 -12.0749 0.81 0.38 0.63
O 7.4471 -9.6506 -1.1939 -0.22 0.78 1.45
H 13.4099 2.3680 5.7884 0.30 0.49 0.16
O 4.0803 5.7280 0.7170 0.15 0.20 0.03
C 11.1817 4.0959 5.9687 1.17 -0.19 -0.75
H -15.2679 -5.5437 -0.7195 -0.08 0.17 0.37
H 12.9720 -0.7003 0.6660 0.86 0.24 -0.79
H -1.4043 1.1179 -0.7585 -0.43 0.39 -0.31
H -6.2128 11.8444 -9.8243 0.12 0.78 0.16
H -8.4508 -13.6546 -11.8582 0.10 0.41 0.55
N -0.3809 -0.1164 0.5214 -0.47 0.24 1.18
H -8.5519 5.8899 -6.8742 -0.65 0.45 -0.15
O 0.1301 -14.6062 1.5877 -0.30 0.56 0.46
H 7.3335 -11.6954 -1.1105 -0.01 -0.26 0.08
H -15.4612 -6.3638 1.4337 -0.50 -0.31 1.19
H 8.9827 0.9319 9.5818 0.10 0.16 -0.19
C -1.9759 -11.0220 0.4132 0.38 -0.06 -0.90
H -6.4964 10.1022 -8.5319 0.31 0.03 -0.02
H -8.8762 13.9667 -8.8198 0.24 -0.22 0.09
H -5.2878 -10.6494 -11.3099 0.21 -0.16 0.20
C 6.0820 4.5527 -4.8992 1.10 0.31 -1.32
C -2.0051 -10.9890 1.9592 -1.24 -1.25 -1.60
C 4.9219 5.1370 15.1372 0.93 1.06 0.63
H 3.2118 5.5967 0.3365 -0.26 0.00 -0.13
H 6.2524 -10.9535 -2.2878 -0.26 0.01 -0.08
H 3.5580 1.3004 11.2545 0.48 0.02 -0.09
N 3.6085 5.2251 14.5487 0.40 -1.15 -0.16
H -9.3041 14.6272 -10.3844 -0.07 0.13 -0.17
H -2.8830 -1.7836 -3.3835 -0.41 0.52 -0.20
H 11.7793 1.4845 3.5102 0.16 0.07 -1.01
H -1.7599 -2.9106 -2.9631 1.00 -0.14 0.20
C -7.6894 6.5562 -6.8887 -0.18 0.75 -0.25
H -10.5510 14.0029 -9.2732 -0.08 -0.34 -0.35
H 14.4946 0.6854 -1.0760 0.16 -0.21 0.19
H 10.2686 9.4908 -4.5304 0.29 -0.45 0.48
O -0.1083 5.9576 -2.1462 0.12 -0.13 0.16
O 7.0558 -3.9933 6.9035 0.20 -0.09 -0.15
H 10.1722 4.2054 6.3650 0.38 -0.10 0.27
H 4.1243 -6.5388 -5.0653 0.81 0.26 0.27
H -2.9255 -13.0903 -2.1071 0.02 -0.38 0.83
H -1.3409 9.2388 7.6296 0.11 -0.51 0.10
H 7.2852 7.6124 12.8324 0.24 0.01 -0.12
H 5.5774 4.3625 14.7390 -0.29 -0.74 0.23
H 6.2767 8.6736 13.7533 -0.35 -0.10 0.45
H 7.9935 6.0655 -6.1545 0.28 -0.26 -0.03
H 3.9430 0.5830 2.6883 0.14 0.16 -0.05
C -1.8015 -1.8674 -3.2764 -1.24 0.48 0.66
N 13.9813 1.2003 3.4029 -1.01 -1.13 -0.63
H -1.3153 -4.4761 3.3431 -0.24 -0.13 -0.06
H -8.2640 -13.3368 -13.4981 -0.53 0.19 -0.56
H 8.7006 10.2211 -4.2733 -0.07 0.02 0.27
C -17.2105 -2.8639 0.7862 0.48 0.64 -0.30
H -2.8245 15.5986 9.7587 0.58 -0.22 0.49
H -1.1087 -11.1792 -11.3991 -0.12 -0.12 -0.35
H -2.2930 11.8869 6.9929 -0.22 -0.27 -0.63
N -15.7515 -6.4114 -0.5368 -0.84 -0.55 -1.47
C 9.6703 7.2804 -3.3935 -0.09 -0.38 0.63
H 0.2168 6.3791 -2.9417 0.14 0.10 -0.19
C 14.5412 1.3987 -0.2531 0.24 1.24 0.61
O 9.2062 -4.5812 2.4794 0.22 0.05 -0.10
H 6.7181 5.5099 -7.2502 0.08 0.04 -0.45
C -1.6223 0.2375 -0.1539 0.90 -0.10 -1.31
H -3.2261 -10.5229 -12.6918 0.40 -0.12 -0.16
H -0.4385 -9.7244 -10.7625 -0.12 0.47 0.28
H -1.3846 -1.6810 -4.2661 0.41 -0.05 0.39
H -2.1720 1.8042 -9.3831 0.01 -0.04 0.23
O -2.4557 -10.1313 -10.2242 0.21 -0.49 0.37
H 3.8795 5.5364 13.6268 -0.80 0.31 -0.57
H -0.8343 2.4234 -10.3176 -0.02 -0.18 -0.14
H -0.0322 -13.6119 -0.2523 -0.03 0.25 0.06
H 14.0462 1.8484 2.6310 0.07 1.22 0.36
H -17.5703 -2.6900 -0.2279 -0.17 -0.05 -0.20
H 5.5243 3.9516 -5.6173 -0.06 -0.26 -0.09
O 8.7977 8.3724 -3.4253 0.90 0.97 0.28
O -7.2030 -12.0917 -12.3524 0.05 0.36 0.75
H -8.7419 10.3399 -7.7419 -0.09 0.09 0.12
H 4.8577 5.1493 16.2252 0.06 -0.74 0.12
H -8.2628 7.6917 -9.2008 0.22 -0.19 -0.20
C -12.1342 -5.9394 -2.8270 0.58 -1.07 0.18
H 4.6613 -8.6397 0.4765 0.28 0.21 0.43
H 5.8460 8.3017 12.1182 -0.55 -0.66 0.00
C -1.1551 2.1884 -9.3028 -0.22 1.52 -0.44
H 5.0733 -4.5617 -1.5349 0.47 -0.11 -0.34
C 12.7017 1.3647 4.0785 -0.98 0.51 0.77
H 5.6362 4.4136 -3.9143 0.13 0.61 -0.05
H -4.3731 12.9060 7.7033 0.15 0.47 -0.26
H 4.9218 -9.2036 -1.1074 -0.29 -0.20 -0.35
H 6.7644 6.2071 15.1008 0.21 0.26 0.31
H -3.0207 -10.8001 2.3072 -0.14 -0.32 0.04
H -7.7650 -10.1201 -12.7549 0.55 0.40 0.81
N 5.6735 -7.2722 -0.7770 -0.15 0.18 -0.70
C 6.2419 7.8577 13.0315 0.97 -0.10 0.34
H 12.9972 3.4492 4.4030 0.12 0.25 0.05
H 10.7027 7.5652 -3.5963 0.17 0.18 0.13
C 3.7013 2.8983 13.4305 -1.31 0.80 0.54
H -9.2497 9.9813 -9.4150 -0.17 0.31 0.15
H 1.5011 1.1570 3.0914 -0.16 -0.06 0.37
O -2.4238 -12.2776 -0.1774 -0.44 0.65 -0.34
H 4.2708 -5.9243 -0.0306 -0.27 -0.47 0.69
H -9.2854 -12.2131 -12.5173 -0.04 0.09 0.01
C 12.6993 2.5802 4.9896 0.08 -0.69 0.30
H 11.9890 0.2700 1.5686 -0.11 0.91 -0.18
H 9.4026 6.5442 -4.1514 -0.12 -0.38 0.21
H 4.5799 2.4744 13.9167 0.10 -0.25 -0.18
C 13.0240 0.2316 1.2290 -0.04 0.83 1.42
H -0.9068 0.8425 2.2894 0.32 -0.42 0.50
C 1.3342 0.5338 2.2129 -0.67 -0.12 -0.05
H 2.0654 -5.7907 6.1053 -0.17 0.12 -0.23
C -5.6364 -10.6017 -13.2913 -1.49 1.23 0.32
H 2.7003 3.4331 15.3397 0.61 0.06 0.29
C -7.2517 11.6938 -9.5307 1.06 -0.73 -0.65
H -0.1533 10.5065 7.5565 0.04 0.42 -0.23
H -7.0686 15.7090 10.3894 -0.19 0.63 -0.44
O -1.8601 10.8877 8.7060 -0.34 1.14 1.35
C 6.6449 -9.4306 0.0469 0.61 0.15 -1.25
H 8.9031 -4.4467 3.3773 -0.05 0.04 0.30
H 0.3689 -11.5199 3.0689 -0.09 -0.21 0.36
C -14.0567 -7.0931 -2.1437 -1.04 -1.09 0.34
C -2.8595 11.4411 7.8105 1.67 0.52 1.05
H -7.6320 -11.0504 -14.0995 0.32 -0.69 -0.56
H 9.0834 7.7076 -5.9517 0.06 -0.22 0.27
H -3.1788 -11.3936 -1.9637 -0.16 0.30 0.36
O 5.5954 6.6805 13.4942 -0.29 0.68 -2.00
N -2.7480 13.8068 8.7221 -1.05 0.66 0.35
H -2.4511 2.5418 9.5977 -0.07 0.23 0.07
C -3.4581 14.7184 9.6494 0.38 1.38 -1.17
H -0.4868 1.4144 -8.9255 -0.05 0.27 0.35
C -8.1073 12.1947 -10.7147 -0.85 0.23 1.29
H 14.7009 2.4086 -0.6308 -0.03 -0.07 -0.47
N -1.5028 -12.2897 2.4476 0.22 1.29 1.26
H 4.0727 0.3112 12.6820 0.31 0.26 0.10
H -3.8414 -8.9096 -13.1059 0.57 0.20 0.02
H -0.6877 -11.1590 -9.7440 -0.44 0.35 0.44
C -1.1275 -10.5337 -10.5210 -0.31 -0.39 -1.00
H -16.8676 -7.4277 0.8509 0.04 0.09 0.49
C -0.0591 -12.2625 2.3954 0.52 -0.47 -1.15
H -0.4622 -3.2344 3.1937 0.05 0.26 -0.15
H 2.1423 -6.4391 7.4711 -0.10 -0.10 0.20
H 9.0761 9.2893 -6.5905 -0.15 0.31 -0.14
H -4.6383 15.6889 8.0802 -0.32 -0.75 -0.49
O 11.4081 2.7572 5.5468 -0.41 0.20 -0.27
H -16.5376 -2.0438 1.0366 0.07 -0.01 -0.05
C -0.8708 10.0247 8.2207 -0.36 0.24 -0.80
C 4.0017 -6.5911 -3.9835 -0.95 0.60 1.58
C 13.8984 0.0069 2.5601 0.47 -0.12 -2.35
H 13.5724 -0.9183 3.0354 -0.30 0.26 0.32
H -11.5354 -6.8502 -2.8351 -0.02 -0.45 -0.42
C 6.9522 6.2059 -6.4446 0.09 0.45 -0.27
C -2.0935 -0.8642 -1.1074 -0.46 0.08 -0.40
H 15.3545 1.2854 0.4637 0.47 -0.75 -0.36
H 6.1468 -4.2867 6.8410 -0.27 -0.15 -0.02
H 6.6695 8.5395 -5.0176 0.41 -0.28 0.25
H 7.1326 4.2635 -4.9253 0.03 -0.88 0.46
H 2.9420 -6.3867 -3.8307 -0.36 0.00 0.05
O -9.4434 12.5498 -10.2986 -0.24 0.25 0.39
H -11.3580 -5.2044 -2.6140 -0.74 0.58 0.44
N -7.1855 10.2401 -9.2573 -2.45 -0.82 0.63
O -2.2997 1.6631 9.2497 -0.12 -0.11 -0.18
C 9.2069 9.2678 -4.4250 -2.09 -0.02 -2.00
H 6.0129 -7.3668 -1.7235 0.70 -0.02 -0.12
H 7.0132 -3.1881 7.4193 0.05 0.22 0.15
H 14.9012 -0.2127 2.1937 0.26 -0.03 0.16
H -5.1609 -4.1007 4.6902 0.07 0.16 0.20
H -13.6245 -8.0110 -2.5421 0.63 -0.05 -0.06
H -2.4029 0.5326 0.5473 0.00 -0.40 0.15
H 1.4100 -0.5257 2.4573 -0.37 -0.17 0.40
C 4.3951 -5.3394 -1.8858 0.73 -0.04 -0.90
C -8.5040 9.7796 -8.6460 -0.09 -1.30 -0.95
H 5.2836 7.2380 15.3821 0.28 0.19 0.47
H -18.0605 -2.7721 1.4624 -0.09 -0.50 0.27
H 7.2044 -8.8619 0.7896 0.59 0.03 -0.43
H -4.9629 -11.4181 -13.5519 -0.58 -0.63 -0.45
H -14.7353 -6.7377 -2.9191 -0.22 0.22 -0.10
O -5.2810 -4.6396 3.9082 0.18 -0.03 -0.18
H 1.6557 -13.6395 2.5276 0.22 0.53 -0.04
H 0.2893 -14.0545 3.5234 -0.15 -0.09 -0.01
C -7.1360 -10.9241 -13.1371 0.67 -0.55 -0.98
H -15.3572 -8.4677 -0.9883 -0.16 0.12 -0.16
O 8.5908 0.2195 10.0868 -0.17 -0.16 -0.06
C 0.5661 -13.6334 2.5568 -0.23 -0.86 0.13
O 2.7487 1.9135 13.0394 0.24 -0.17 0.59
H -0.2755 9.6382 9.0480 -0.43 -0.12 0.12
H 7.3081 7.9093 -7.8406 0.16 -0.15 0.10
C -3.6117 12.6724 8.4474 0.24 -2.31 -0.60
C -14.8601 -7.5035 -0.8820 0.93 1.60 -0.27
H 7.9688 -11.0771 -2.6214 0.18 0.50 0.12
H 3.5515 -7.1034 -1.1008 -0.09 -0.48 -0.06
C 2.9713 3.9017 14.3936 -0.44 -0.07 -0.71
H 12.0312 4.3970 6.5816 -0.42 0.00 1.11
O -13.1145 -6.1101 -1.8154 0.41 0.74 0.00
C 5.4105 -8.6364 -0.3152 -0.62 -0.45 -0.43
O -5.7888 14.3942 9.4606 0.21 1.05 -0.11
H -7.6995 13.1129 -11.1376 0.55 -0.09 -0.11
C -8.3766 -12.8142 -12.5483 0.06 -1.09 -0.51
H -7.8723 14.2609 9.9032 0.46 -0.53 -0.17
C 3.2707 0.8884 12.2219 -0.42 0.04 -0.33
H 0.3971 -15.3140 -0.2680 0.07 0.02 -0.03
H -4.2388 12.3789 9.2893 0.30 -0.25 0.49
C -4.7367 15.3880 9.1232 -0.50 -2.00 1.08
C -3.7677 -9.6555 -12.3145 -0.25 0.43 1.33
C 0.5542 -14.3740 0.2610 -0.11 -0.35 0.18
O 4.7498 -5.6194 -3.2304 0.50 -0.10 -1.18
H -0.0397 1.9057 1.2937 0.15 0.26 -0.62
H -1.5553 -12.0155 -2.0692 0.29 0.04 0.07
H 8.8907 0.3678 10.9836 0.06 -0.01 0.24
H -0.1895 4.0485 -8.6764 0.17 -0.06 -0.04
O -16.4598 -4.0496 0.8545 -0.42 -0.66 0.55
```
Forces are in eV/Å.

Output
Energy = -5270.60640 a.u.
Net charge = 0